Record 1
15
Properties=species:S:1:pos:R:3 method="wB97M-V/def2-TZVPD" lumo_energy_ev=0.83 smiles="C[C@@H](O)COC=O" fmax_ev_per_a=0.501 charge=0 homo_lumo_gap_ev=11.024 homo_energy_ev=-10.19 de_lowest_kj_mol=93.9
C -1.691 0.968 -0.675
C -0.331 0.640 -0.067
O -0.477 0.810 1.318
C 0.014 -0.798 -0.468
O 1.387 -1.259 -0.373
C 2.161 -1.042 0.676
O 1.948 -0.329 1.629
H -2.437 0.242 -0.328
H -1.666 0.962 -1.770
H -2.008 1.955 -0.333
H 0.436 1.318 -0.479
H 0.378 0.581 1.719
H -0.196 -0.939 -1.531
H -0.606 -1.487 0.113
H 3.088 -1.620 0.568

---

Record 2
10
Properties=species:S:1:pos:R:3 method="wB97M-V/def2-TZVPD" lumo_energy_ev=0.34 smiles="O=C1CC(=O)SN1" fmax_ev_per_a=1.813 charge=0 homo_lumo_gap_ev=9.609 homo_energy_ev=-9.27 de_lowest_kj_mol=98.5
C 0.803 -0.158 -1.099
C -0.608 0.366 -1.068
C -1.127 0.375 0.368
H -1.196 -0.179 -1.783
H -0.588 1.351 -1.504
H 2.187 -0.752 0.258
N 1.209 -0.485 0.178
O 1.511 -0.329 -2.092
O -2.182 0.806 0.716
S 0.131 -0.271 1.474

---

Record 3
47
Properties=species:S:1:pos:R:3 method="wB97M-V/def2-TZVPD" lumo_energy_ev=0.15 fmax_ev_per_a=1.484 charge=0 homo_lumo_gap_ev=9.326 homo_energy_ev=-9.17 de_lowest_kj_mol=50.3
Sc 0.151 0.041 -0.012
O -0.301 -0.530 -2.304
C -1.134 -1.640 -2.605
C -2.193 -1.838 -1.513
N -1.547 -1.900 -0.202
C -2.489 -1.581 0.864
C -2.616 -0.036 0.988
O -3.529 0.451 1.626
O -1.684 0.607 0.397
C -0.785 -3.121 0.057
C 0.680 -2.740 0.456
O 1.318 -3.480 1.176
O 1.082 -1.640 -0.064
H -0.755 0.292 -2.550
H -0.462 -2.504 -2.650
H -1.616 -1.512 -3.583
H -2.795 -2.736 -1.737
H -2.854 -0.964 -1.511
H -2.101 -1.933 1.824
H -3.478 -2.032 0.712
H -0.716 -3.750 -0.833
H -1.222 -3.728 0.856
Br 3.241 -0.878 2.108
C 3.518 0.465 0.805
C 4.814 0.896 0.542
C 4.985 1.941 -0.351
C 3.862 2.509 -0.935
C 2.616 1.972 -0.638
N 2.439 0.962 0.223
C 1.335 2.458 -1.334
O 1.368 3.477 -1.997
O 0.346 1.682 -1.146
H 5.652 0.425 1.032
H 5.978 2.301 -0.587
H 3.930 3.338 -1.623
C 0.007 -1.310 4.542
O -0.021 0.109 4.341
C 0.104 0.514 3.087
O 0.208 -0.240 2.125
N 0.153 1.857 2.972
N 0.194 2.393 1.675
H 0.085 -1.453 5.618
H 0.863 -1.752 4.026
H -0.916 -1.756 4.163
H -0.126 2.423 3.768
H 0.739 3.250 1.672
H -0.742 2.568 1.298

---

Record 4
9
Properties=species:S:1:pos:R:3 method="wB97M-V/def2-TZVPD" lumo_energy_ev=-0.47 fmax_ev_per_a=5.806 charge=0 homo_lumo_gap_ev=9.393 homo_energy_ev=-9.87 de_lowest_kj_mol=463.5
C 1.333 -0.824 -0.710
O -0.524 -0.362 -0.361
Si -1.266 0.672 0.558
Br 2.180 0.768 -0.198
Br 1.692 -2.322 0.167
H 1.074 -0.784 -1.805
H -1.694 1.994 -0.050
H -0.244 0.859 1.605
H -2.551 -0.003 0.795

---

Record 5
12
Properties=species:S:1:pos:R:3 method="wB97M-V/def2-TZVPD" lumo_energy_ev=4.39 smiles="CNCC(=O)[O-]" fmax_ev_per_a=3.159 charge=-1 homo_lumo_gap_ev=7.737 homo_energy_ev=-3.35 de_lowest_kj_mol=109.0
C 0.512 -0.940 -1.175
N -0.330 -0.849 -0.011
C 0.215 0.054 0.996
C -0.611 1.478 0.659
O -0.536 2.357 1.507
O -1.340 1.433 -0.363
H 0.485 0.072 -1.724
H 0.185 -1.774 -1.807
H 1.557 -1.166 -0.853
H -1.258 -0.522 -0.264
H 1.302 0.257 1.074
H -0.180 -0.400 1.961

---

Record 6
13
Properties=species:S:1:pos:R:3 method="wB97M-V/def2-TZVPD" lumo_energy_ev=0.75 smiles=Nc1ccc(O)[nH]1 fmax_ev_per_a=0.608 charge=0 homo_lumo_gap_ev=8.115 homo_energy_ev=-7.37 de_lowest_kj_mol=109.6
N -2.261 -0.042 0.108
C -0.870 0.127 0.184
C -0.157 1.295 0.309
C 1.236 0.970 0.200
C 1.312 -0.385 0.072
O 2.369 -1.218 -0.171
N 0.034 -0.912 0.035
H -2.724 0.466 -0.638
H -2.643 -0.978 0.235
H -0.585 2.291 0.384
H 2.081 1.650 0.208
H 2.382 -1.339 -1.132
H -0.161 -1.897 0.162